[1]
{"formula": "C14H19N", "method": "ωB97M-V/def2-TZVPD", "homo_energy_ev": -8.099, "smiles": "CC(=C1CCN(C)CC1)c1ccccc1", "spin_multiplicity": 1, "gap_ha": 0.332, "e_above_lowest_ev": 0.0000, "species": ["C", "C", "C", "C", "C", "N", "C", "C", "C", "C", "C", "C", "C", "C", "C", "H", "H", "H", "H", "H", "H", "H", "H", "H", "H", "H", "H", "H", "H", "H", "H", "H", "H", "H"], "xyz": [[2.3597, 1.4199, -0.1417], [1.0059, 0.8893, 0.2427], [0.7588, -0.4708, 0.2430], [1.6959, -1.5084, -0.3629], [1.0003, -2.2360, -1.5051], [-0.3077, -2.8707, -1.0930], [-0.8907, -3.7745, -2.0933], [-1.2418, -1.8996, -0.4499], [-0.5698, -1.0781, 0.6848], [0.0884, 1.8511, 0.7808], [-0.1847, 1.8596, 2.1646], [-1.0727, 2.7962, 2.6856], [-1.6948, 3.6924, 1.8379], [-1.3959, 3.7421, 0.4671], [-0.5525, 2.7911, -0.0855], [2.6290, 1.1500, -1.1678], [2.3776, 2.5207, -0.0178], [3.1165, 1.0117, 0.5328], [1.9856, -2.2332, 0.3847], [2.6045, -1.0491, -0.7317], [1.6445, -3.0265, -1.8927], [0.8037, -1.5232, -2.3128], [-1.8838, -4.0282, -1.7120], [-0.3418, -4.7329, -2.2317], [-1.0096, -3.2498, -3.0723], [-1.5952, -1.2037, -1.2218], [-2.0517, -2.4045, -0.0157], [-0.3750, -1.7511, 1.5310], [-1.2710, -0.3412, 1.0347], [0.2954, 1.1701, 2.8286], [-1.2363, 2.7794, 3.7568], [-2.3862, 4.4246, 2.2601], [-1.8929, 4.5174, -0.1574], [-0.4116, 2.7661, -1.1696]]}

[2]
{"formula": "C52H49LuN8O4P2S2", "method": "ωB97M-V/def2-TZVPD", "homo_energy_ev": -12.950, "spin_multiplicity": 1, "gap_ha": 0.316, "charge": 2, "e_above_lowest_ev": 0.0000, "species": ["Lu", "O", "S", "C", "C", "C", "C", "C", "C", "P", "C", "C", "C", "C", "C", "C", "C", "C", "C", "C", "C", "C", "C", "C", "C", "C", "C", "C", "P", "C", "C", "C", "C", "C", "C", "C", "C", "C", "C", "C", "C", "H", "H", "H", "H", "H", "H", "H", "H", "H", "H", "H", "H", "H", "H", "H", "H", "H", "H", "H", "H", "H", "H", "H", "H", "H", "H", "H", "H", "N", "C", "N", "N", "C", "N", "H", "H", "H", "H", "O", "S", "O", "N", "C", "O", "C", "C", "C", "C", "C", "C", "H", "H", "H", "H", "C", "C", "N", "C", "N", "C", "C", "C", "N", "C", "H", "H", "H", "H", "H", "H", "H", "H", "H", "H", "H", "H", "H"], "xyz": [[0.1489, 0.0545, -0.4999], [3.4451, -0.5049, 1.9263], [2.0193, -0.1727, 2.0486], [1.8597, 1.4006, 2.9133], [2.9487, 1.8656, 3.6464], [2.8722, 3.0403, 4.3876], [1.6909, 3.7773, 4.4266], [0.6500, 3.3375, 3.5880], [0.6986, 2.1685, 2.8355], [-0.6660, 1.9136, 1.5853], [-2.1847, 1.7388, 2.6286], [-3.4194, 2.0056, 2.0374], [-4.5962, 1.7839, 2.7075], [-4.5521, 1.2971, 4.0095], [-3.3361, 1.0938, 4.6473], [-2.1448, 1.2880, 3.9632], [-0.8571, 3.5614, 0.7842], [-0.2770, 3.8606, -0.4562], [-0.3849, 5.0950, -1.0393], [-1.1433, 6.0746, -0.4344], [-1.7424, 5.8548, 0.7804], [-1.6116, 4.5989, 1.3939], [1.2878, -1.1764, 3.3619], [1.8012, -1.1014, 4.6539], [1.3360, -1.9661, 5.6143], [0.4445, -2.9749, 5.2585], [-0.0405, -3.0736, 3.9451], [0.3944, -2.1712, 2.9713], [-0.0300, -2.4303, 1.2183], [-1.4130, -3.5667, 1.3570], [-2.6078, -2.9814, 1.7994], [-3.6917, -3.7874, 2.0280], [-3.6601, -5.1330, 1.7270], [-2.5010, -5.6933, 1.1824], [-1.3732, -4.9157, 1.0346], [1.4274, -3.3276, 0.5914], [1.8237, -3.2703, -0.7350], [3.0205, -3.8668, -1.1531], [3.8429, -4.5055, -0.2248], [3.4207, -4.5814, 1.0873], [2.2438, -4.0110, 1.4822], [3.8713, 1.2868, 3.6606], [3.7403, 3.3567, 4.9370], [1.5945, 4.7053, 5.0325], [-0.2176, 3.9621, 3.5420], [-3.4536, 2.4138, 1.0328], [-5.5722, 1.9967, 2.2860], [-5.4632, 1.1589, 4.5670], [-3.3139, 0.8250, 5.6948], [-1.1676, 1.2054, 4.4580], [0.2965, 3.0988, -0.9987], [0.1030, 5.2603, -2.0064], [-1.1544, 7.0704, -0.8873], [-2.3274, 6.6004, 1.3044], [-2.1407, 4.3989, 2.3234], [2.5264, -0.3464, 4.9291], [1.7067, -1.9220, 6.6476], [0.1078, -3.7499, 5.9766], [-0.7484, -3.8786, 3.7003], [-2.6263, -1.9275, 2.0456], [-4.6297, -3.3613, 2.4147], [-4.5454, -5.7339, 1.8865], [-2.4445, -6.7611, 0.9498], [-0.4402, -5.3619, 0.6734], [1.1882, -2.7572, -1.4336], [3.3132, -3.7286, -2.1787], [4.8119, -4.8777, -0.5286], [4.0503, -5.0729, 1.8220], [1.9899, -4.0691, 2.5476], [-4.4477, 3.0626, -1.9481], [-3.7954, 2.9703, -3.1304], [-4.2946, 3.5694, -4.2072], [-2.6545, 2.2863, -3.2799], [-2.1092, 1.7110, -2.2753], [-1.5727, 1.2007, -1.3921], [-5.3156, 3.5626, -1.8043], [-4.0205, 2.6758, -1.1236], [-5.0309, 4.2420, -4.2271], [-3.7349, 3.4808, -5.0436], [3.7423, 0.2205, -3.7468], [2.9544, 1.4176, -3.5234], [2.2371, 1.9724, -4.6527], [1.8288, 1.1554, -2.2544], [2.2672, 1.7564, -1.1806], [1.6942, 1.5340, -0.0817], [3.4087, 2.6810, -1.3660], [3.9475, 3.5396, -0.4492], [4.9940, 4.3552, -0.8708], [5.5190, 4.2728, -2.1614], [4.9798, 3.3935, -3.1010], [3.8855, 2.6233, -2.6492], [3.5425, 3.5921, 0.5555], [5.3545, 5.1324, -0.2025], [6.3548, 4.9233, -2.4145], [5.3009, 3.2976, -4.1250], [1.1433, -2.9911, -5.6950], [1.4723, -1.5468, -5.3205], [0.9456, -1.1893, -4.0123], [-0.0656, -1.8002, -3.3995], [-0.5068, -1.3339, -2.2000], [-1.8028, -1.8501, -1.7837], [-1.8236, -3.3545, -1.8965], [-1.6767, -3.6897, -3.3589], [-0.6143, -2.8940, -3.9991], [-0.3078, -3.2041, -5.4050], [1.7548, -3.7034, -5.1230], [1.3735, -3.1378, -6.7477], [1.0200, -0.8637, -6.0386], [2.5656, -1.3818, -5.2932], [1.2529, -0.3277, -3.6014], [-2.6160, -1.3903, -2.3648], [-1.9981, -1.5719, -0.7544], [-2.7393, -3.8308, -1.5237], [-1.0187, -3.7875, -1.3212], [-2.6314, -3.4951, -3.9064], [-1.4722, -4.7589, -3.4659], [-0.9561, -2.6627, -6.1006], [-0.5323, -4.2531, -5.5115]]}

Copy entry 1 word for word.
{"formula": "C14H19N", "method": "ωB97M-V/def2-TZVPD", "homo_energy_ev": -8.099, "smiles": "CC(=C1CCN(C)CC1)c1ccccc1", "spin_multiplicity": 1, "gap_ha": 0.332, "e_above_lowest_ev": 0.0000, "species": ["C", "C", "C", "C", "C", "N", "C", "C", "C", "C", "C", "C", "C", "C", "C", "H", "H", "H", "H", "H", "H", "H", "H", "H", "H", "H", "H", "H", "H", "H", "H", "H", "H", "H"], "xyz": [[2.3597, 1.4199, -0.1417], [1.0059, 0.8893, 0.2427], [0.7588, -0.4708, 0.2430], [1.6959, -1.5084, -0.3629], [1.0003, -2.2360, -1.5051], [-0.3077, -2.8707, -1.0930], [-0.8907, -3.7745, -2.0933], [-1.2418, -1.8996, -0.4499], [-0.5698, -1.0781, 0.6848], [0.0884, 1.8511, 0.7808], [-0.1847, 1.8596, 2.1646], [-1.0727, 2.7962, 2.6856], [-1.6948, 3.6924, 1.8379], [-1.3959, 3.7421, 0.4671], [-0.5525, 2.7911, -0.0855], [2.6290, 1.1500, -1.1678], [2.3776, 2.5207, -0.0178], [3.1165, 1.0117, 0.5328], [1.9856, -2.2332, 0.3847], [2.6045, -1.0491, -0.7317], [1.6445, -3.0265, -1.8927], [0.8037, -1.5232, -2.3128], [-1.8838, -4.0282, -1.7120], [-0.3418, -4.7329, -2.2317], [-1.0096, -3.2498, -3.0723], [-1.5952, -1.2037, -1.2218], [-2.0517, -2.4045, -0.0157], [-0.3750, -1.7511, 1.5310], [-1.2710, -0.3412, 1.0347], [0.2954, 1.1701, 2.8286], [-1.2363, 2.7794, 3.7568], [-2.3862, 4.4246, 2.2601], [-1.8929, 4.5174, -0.1574], [-0.4116, 2.7661, -1.1696]]}